Record 1
{
  "formula": "C5H14O2",
  "method": "ωB97M-V with the def2-TZVPD basis set",
  "symbols": ["C", "C", "C", "C", "C", "H", "H", "H", "H", "H", "H", "H", "H", "H", "H", "O", "H", "H", "O", "H", "H"],
  "xyz": [[0.542, -1.875, -0.782], [-0.522, -0.836, -0.472], [-0.836, -0.514, 0.776], [-1.991, 0.469, 0.952], [-0.321, -0.987, 2.099], [0.025, -2.817, -1.025], [1.134, -1.708, -1.680], [1.060, -2.071, 0.152], [-1.019, -0.492, -1.365], [-2.812, 0.028, 1.517], [-2.376, 0.710, -0.046], [-1.729, 1.469, 1.309], [-0.043, -0.157, 2.753], [0.591, -1.566, 1.944], [-1.080, -1.534, 2.663], [3.033, -0.334, 2.538], [2.762, -0.606, 3.411], [3.881, -0.750, 2.351], [-0.576, 3.395, -4.731], [-1.493, 3.539, -4.716], [-0.319, 3.982, -5.454]],
  "forces_ev_per_a": [[-1.29, -0.60, 0.30], [1.65, -1.49, -0.05], [-1.87, 1.71, 0.26], [-0.09, 0.17, -1.35], [0.95, -0.20, -0.38], [-0.01, 0.06, 0.10], [0.41, 0.49, 0.39], [0.77, -0.04, -0.48], [-0.45, 0.58, 0.26], [0.04, 0.17, 0.28], [-0.21, -0.24, 0.09], [0.26, -0.33, 0.66], [-0.04, 0.23, -0.23], [-0.18, -0.25, 0.43], [0.04, -0.25, -0.26], [0.08, 0.19, -0.54], [0.08, -0.20, 0.33], [-0.14, 0.00, 0.21], [1.71, 0.14, -0.51], [-2.08, 0.04, 0.37], [0.37, -0.18, 0.14]],
  "relative_energy_kcal_mol": 21.7,
  "gap_ev": 9.521,
  "homo_energy_ev": -8.643,
  "total_energy_ha": -349.34126,
  "smiles": "CC=C(C)C.O.O",
  "multiplicity": 1,
  "lumo_energy_ev": 0.88
}

=====

Record 2
{
  "formula": "C5H14O2",
  "method": "ωB97M-V with the def2-TZVPD basis set",
  "symbols": ["C", "C", "C", "C", "C", "H", "H", "H", "H", "H", "H", "H", "H", "H", "H", "O", "H", "H", "O", "H", "H"],
  "xyz": [[2.022, 0.481, -1.231], [0.824, 0.798, -1.732], [-0.456, 0.123, -1.322], [-1.259, 0.878, -0.214], [-2.611, 0.213, -0.004], [2.403, 0.271, -0.241], [2.829, 0.676, -1.945], [0.714, 1.590, -2.467], [-1.120, 0.088, -2.188], [-0.334, -0.903, -0.990], [-1.380, 1.858, -0.682], [-0.677, 0.936, 0.704], [-3.103, 0.620, 0.883], [-3.310, 0.314, -0.837], [-2.484, -0.866, 0.110], [1.565, 0.059, 2.889], [0.627, 0.022, 3.087], [1.930, -0.834, 2.853], [1.400, -2.020, 0.691], [0.737, -1.628, 1.281], [1.680, -2.675, 1.353]],
  "forces_ev_per_a": [[1.12, 1.44, -1.44], [-0.49, -1.08, 1.10], [-0.81, 0.86, 1.22], [0.06, -0.35, -1.74], [-0.09, -0.05, 0.36], [-0.86, -1.35, 0.00], [0.22, 0.84, 0.57], [0.34, -0.66, -0.80], [0.04, -0.05, -0.13], [0.49, -0.16, -0.10], [-0.14, 0.38, 0.74], [0.02, 0.16, 0.02], [-0.09, -0.17, -0.01], [0.22, 0.28, -0.13], [0.01, -0.04, 0.28], [0.30, 0.20, -0.06], [0.00, -0.27, 0.14], [-0.30, 0.25, 0.09], [-0.36, -0.52, 1.50], [-0.22, 0.68, -0.83], [0.55, -0.41, -0.78]],
  "relative_energy_kcal_mol": 43.4,
  "gap_ev": 8.722,
  "homo_energy_ev": -8.485,
  "total_energy_ha": -349.30665,
  "smiles": "C=CCCC.O.O",
  "multiplicity": 1,
  "lumo_energy_ev": 0.24
}

=====

Record 3
{
  "formula": "C5H14O2",
  "method": "ωB97M-V with the def2-TZVPD basis set",
  "symbols": ["C", "C", "C", "C", "C", "O", "H", "H", "H", "H", "H", "H", "H", "H", "H", "H", "H", "H", "O", "H", "H"],
  "xyz": [[-1.795, -0.630, -1.923], [-1.354, -1.506, -0.724], [-1.299, -0.870, 0.644], [-0.491, 0.438, 0.842], [1.022, 0.329, 0.139], [1.937, 0.305, 1.307], [-1.105, 0.158, -2.118], [-2.998, -0.225, -1.991], [-1.645, -1.187, -2.840], [-0.443, -2.036, -1.101], [-1.994, -2.419, -0.681], [-0.876, -1.707, 1.295], [-2.384, -0.798, 0.834], [-0.530, 0.860, 1.840], [-0.937, 1.250, 0.242], [1.168, 1.293, -0.406], [1.149, -0.621, -0.512], [2.604, -0.192, 0.836], [3.360, 2.620, 1.133], [3.304, 1.664, 1.342], [3.306, 3.274, 1.843]],
  "forces_ev_per_a": [[-2.97, 0.04, -0.24], [0.06, -1.12, -2.16], [0.36, -1.18, 0.87], [0.76, -0.30, -3.29], [-2.33, 0.54, 2.34], [-0.41, -0.85, -2.12], [0.23, 1.23, 0.43], [3.54, -1.03, 0.61], [-0.40, -0.59, -0.19], [0.03, 0.85, 0.65], [-0.13, 0.82, 0.22], [-0.61, 1.23, -0.32], [0.48, 0.55, 0.80], [0.69, -0.50, 0.32], [-0.30, -0.41, 0.05], [0.18, -1.02, 0.14], [-0.27, 1.71, 1.10], [1.13, -0.43, 0.79], [0.44, 0.29, -0.98], [-0.47, 1.35, 0.83], [-0.02, -1.16, 0.16]],
  "relative_energy_kcal_mol": 45.8,
  "gap_ev": 11.164,
  "homo_energy_ev": -10.367,
  "total_energy_ha": -349.30280,
  "smiles": "CCCCCO.O",
  "multiplicity": 1,
  "lumo_energy_ev": 0.80
}

=====

Record 4
{
  "formula": "C5H14O2",
  "method": "ωB97M-V with the def2-TZVPD basis set",
  "symbols": ["C", "C", "C", "C", "C", "H", "H", "H", "H", "H", "H", "H", "H", "H", "H", "O", "H", "H", "O", "H", "H"],
  "xyz": [[2.823, -0.794, 0.182], [1.879, -0.357, -0.897], [1.106, 0.734, -0.879], [-0.025, 0.915, -1.868], [1.224, 1.828, 0.136], [3.657, -1.331, -0.296], [3.425, -0.040, 0.691], [2.326, -1.427, 0.905], [1.959, -0.848, -1.855], [0.265, 1.651, -2.630], [-0.879, 1.383, -1.384], [-0.169, -0.037, -2.368], [1.558, 2.761, -0.340], [2.026, 1.651, 0.854], [0.346, 2.003, 0.766], [-6.158, -1.356, -0.139], [-5.553, -1.956, 0.314], [-6.494, -0.844, 0.604], [0.640, -0.526, 2.618], [0.493, -0.287, 1.696], [-0.214, -0.678, 3.027]],
  "forces_ev_per_a": [[1.51, -0.12, -0.85], [0.32, 1.24, 0.09], [-0.66, -0.04, 0.40], [1.47, 0.65, -0.49], [0.83, 0.12, 0.84], [-0.47, -0.52, 0.13], [-0.72, 0.49, 0.23], [0.10, -0.19, 0.21], [-0.54, -0.81, 0.08], [0.00, -0.07, -0.05], [-0.33, -0.59, 0.05], [-0.70, 0.06, -0.03], [-0.58, -0.07, -0.12], [0.02, -0.30, -0.01], [-0.20, 0.14, -0.43], [0.14, -0.06, 0.47], [0.06, -0.14, -0.30], [-0.21, 0.19, -0.17], [0.29, -0.01, 0.11], [-0.20, -0.03, 0.04], [-0.12, 0.05, -0.19]],
  "relative_energy_kcal_mol": 21.3,
  "gap_ev": 9.429,
  "homo_energy_ev": -8.847,
  "total_energy_ha": -349.34178,
  "smiles": "CC=C(C)C.O.O",
  "multiplicity": 1,
  "lumo_energy_ev": 0.58
}

=====

Record 5
{
  "formula": "C5H14O2",
  "method": "ωB97M-V with the def2-TZVPD basis set",
  "symbols": ["C", "C", "C", "C", "C", "O", "H", "H", "H", "H", "H", "H", "H", "H", "H", "H", "H", "H", "O", "H", "H"],
  "xyz": [[0.617, 0.560, 0.663], [0.997, -0.591, -0.364], [1.656, -0.036, -1.559], [-0.288, -1.274, -0.703], [-1.027, -2.050, 0.453], [-0.906, -1.812, 1.881], [0.596, 0.030, 1.586], [1.338, 1.389, 0.960], [-0.513, 1.054, 0.524], [1.631, -1.352, 0.073], [0.974, 0.555, -2.266], [1.967, -0.860, -2.238], [2.597, 0.509, -1.267], [-0.975, -0.380, -1.004], [-0.574, -1.775, -1.719], [-2.094, -2.045, 0.262], [-0.577, -2.993, 0.220], [0.025, -2.117, 2.166], [-1.823, 4.152, 0.529], [-1.019, 4.585, 0.800], [-2.601, 4.453, 1.002]],
  "forces_ev_per_a": [[-1.39, 0.95, 0.47], [-0.89, 1.18, 0.42], [1.17, 0.36, -2.58], [-4.62, 2.65, -1.21], [0.82, -0.35, -0.57], [2.47, -0.29, -0.56], [-0.68, -0.21, 1.01], [-0.49, -0.92, -1.38], [3.19, -1.38, 0.06], [0.61, 0.13, 0.58], [0.86, -0.25, 1.45], [0.09, 0.27, 0.42], [-1.06, -0.17, -0.55], [0.87, -0.89, 0.88], [1.74, -0.24, 1.82], [-0.03, -0.16, -0.09], [-0.42, -1.42, 0.52], [-2.26, 0.75, -0.70], [-0.30, -0.83, -0.79], [-0.08, 0.45, 0.48], [0.38, 0.36, 0.30]],
  "relative_energy_kcal_mol": 52.2,
  "gap_ev": 10.674,
  "homo_energy_ev": -9.789,
  "total_energy_ha": -349.29254,
  "smiles": "CC(C)CCO.O",
  "multiplicity": 1,
  "lumo_energy_ev": 0.89
}

=====

Record 6
{
  "formula": "C5H14O3",
  "method": "ωB97M-V with the def2-TZVPD basis set",
  "symbols": ["C", "C", "C", "O", "C", "C", "H", "H", "H", "H", "H", "H", "H", "H", "H", "H", "H", "H", "O", "H", "H", "O"],
  "xyz": [[-2.370, -1.971, 0.040], [-1.839, -1.039, 1.103], [1.658, 0.452, 1.898], [1.848, 1.669, 1.180], [0.200, 0.186, 1.853], [-0.375, -0.959, 1.267], [-3.462, -1.900, -0.068], [-2.117, -3.003, 0.265], [-1.976, -1.753, -0.955], [-1.998, -1.394, 2.150], [-2.212, -0.014, 0.999], [2.218, -0.360, 1.440], [2.036, 0.651, 2.906], [1.602, 1.568, 0.252], [-0.440, 0.937, 2.331], [0.248, -1.809, 0.977], [0.874, 0.400, -2.946], [2.049, -0.489, -2.432], [1.441, -0.356, -3.164], [-0.776, 2.153, -1.877], [-0.827, 2.080, -3.444], [-0.614, 1.592, -2.644]],
  "forces_ev_per_a": [[-0.52, -0.47, -0.27], [1.18, 0.52, -0.44], [0.18, 0.24, -0.63], [-0.28, 0.08, 0.18], [0.23, -0.19, 0.73], [-0.52, 0.33, -0.29], [0.37, 0.00, 0.34], [-0.04, -0.13, 0.01], [0.21, 0.21, 0.15], [-0.70, 0.02, 0.04], [-0.28, -0.20, 0.41], [0.18, -0.15, 0.12], [-0.21, -0.21, -0.03], [0.14, -0.10, -0.02], [0.06, -0.18, -0.43], [0.03, 0.18, 0.07], [0.10, -0.11, 0.05], [0.05, 0.13, -0.10], [-0.11, -0.10, 0.09], [-0.10, 0.23, -0.48], [-0.09, 0.23, 0.10], [0.14, -0.34, 0.41]],
  "relative_energy_kcal_mol": 2.8,
  "gap_ev": [8.819, 5.236],
  "charge": 1,
  "homo_energy_ev": [-13.816, -13.813],
  "total_energy_ha": -424.25003,
  "multiplicity": 2,
  "lumo_energy_ev": [-5.00, -8.58]
}